No. 1
The following is a DFT calculation (ωB97M-V/def2-TZVPD) of a structure of composition C3H3InO2 at a distorted geometry.

Structure (XYZ):
```
9
Properties=species:S:1:pos:R:3:mulliken_charge:R:1
H 1.504 0.037 -1.226 0.28
H -0.122 0.503 -1.996 0.30
O -0.598 -0.527 1.965 -0.34
C -0.414 -0.094 0.781 0.90
O -0.146 -1.075 -0.149 -0.29
C 0.099 1.034 0.132 -0.28
In -0.662 -2.305 1.236 0.92
C 0.464 0.349 -1.085 0.10
H -0.124 2.076 0.341 0.41
```

Results
LUMO (alpha / beta): -0.4697 / -0.4746 Ha
Total charge: +2
Spin multiplicity: 1
ΔE to the lowest compared entry with this formula, charge and spin: 62.3 kcal per mole
HOMO energy (alpha / beta): -20.911 / -19.892 eV
Maximum force: 9.34 eV/A

---

No. 2
The following is a DFT calculation (ωB97M-V/def2-TZVPD) of a structure of composition C3H3KO at a distorted geometry.

Structure (XYZ):
```
8
Properties=species:S:1:pos:R:3:mulliken_charge:R:1
C 0.402 -0.207 -0.475 -0.43
K -1.414 -1.375 -2.120 0.87
H 0.994 1.979 -0.263 0.16
C 0.377 1.213 0.238 -0.60
H 1.581 -0.486 1.488 0.25
O -2.337 -2.739 -0.341 -0.93
C 0.891 -0.073 0.751 -0.46
H -0.493 1.688 0.722 0.15
```

Results
LUMO (alpha / beta): 0.0811 / 0.0822 Ha
Total charge: -1
Spin multiplicity: 2
ΔE to the lowest compared entry with this formula, charge and spin: 14.5 kcal per mole
⟨S²⟩: 0.76
HOMO energy (alpha / beta): -3.077 / -3.054 eV
Maximum force: 1.25 eV/A

---

No. 3
The following is a DFT calculation (ωB97M-V/def2-TZVPD) of a structure of composition C3H3KO at a distorted geometry.

Structure (XYZ):
```
8
Properties=species:S:1:pos:R:3:mulliken_charge:R:1
H 1.524 -1.207 -2.367 0.25
C 0.713 -0.471 -2.352 -0.14
C 0.931 0.778 -1.686 -0.42
C 0.481 0.343 -0.371 -0.03
H 0.802 1.787 -2.076 0.32
O -0.107 -0.751 -0.683 -0.22
H 0.097 -0.494 -3.257 0.28
K -1.524 0.450 1.995 0.96
```

Results
LUMO (alpha / beta): -0.1424 / -0.1853 Ha
Total charge: +1
Spin multiplicity: 2
ΔE to the lowest compared entry with this formula, charge and spin: 0.0 kcal per mole
⟨S²⟩: 0.79
HOMO energy (alpha / beta): -12.913 / -12.284 eV
Maximum force: 1.70 eV/A

---

No. 4
The following is a DFT calculation (ωB97M-V/def2-TZVPD) of a structure of composition C3H3Li2O3 at a distorted geometry.

Structure (XYZ):
```
11
Properties=species:S:1:pos:R:3:mulliken_charge:R:1
H 2.534 -0.244 -0.966 0.27
C -1.288 0.062 0.713 0.84
O -0.729 0.091 -0.472 -0.37
C 0.714 -0.453 -0.559 -0.05
C 1.634 0.409 -0.894 -0.50
H 1.506 1.484 -1.024 0.33
Li -1.345 0.688 -2.289 0.94
H 0.730 -1.527 -0.367 0.41
O -2.563 0.048 0.768 -0.16
Li -0.509 -0.510 3.315 0.92
O -0.686 -0.048 1.775 -0.63
```

Results
LUMO (alpha / beta): -0.2846 / -0.4470 Ha
Total charge: +2
Spin multiplicity: 2
ΔE to the lowest compared entry with this formula, charge and spin: 3.8 kcal per mole
⟨S²⟩: 0.75
HOMO energy (alpha / beta): -19.450 / -19.443 eV
Maximum force: 2.29 eV/A

---

No. 5
The following is a DFT calculation (ωB97M-V/def2-TZVPD) of a structure of composition C3H3LiMgO3 at a distorted geometry.

Structure (XYZ):
```
11
Properties=species:S:1:pos:R:3:mulliken_charge:R:1
H 0.485 -0.560 -1.040 0.31
H -5.532 0.128 0.343 -0.45
O 2.854 -0.800 -0.042 -0.49
O -2.051 0.105 -0.299 -0.30
Li -4.006 0.313 -0.453 0.43
Mg 4.652 0.093 0.327 0.98
O 1.358 0.813 0.281 -0.32
H 0.289 -0.939 0.699 0.31
C 0.333 -0.123 -0.040 0.02
C -0.993 0.573 -0.039 -0.02
C 2.612 0.399 0.263 0.53
```

Results
LUMO (alpha / beta): -0.2765 / -0.2765 Ha
Total charge: +1
Spin multiplicity: 2
ΔE to the lowest compared entry with this formula, charge and spin: 110.2 kcal per mole
⟨S²⟩: 0.75
HOMO energy (alpha / beta): -8.903 / -8.906 eV
Maximum force: 1.21 eV/A

---

No. 6
The following is a DFT calculation (ωB97M-V/def2-TZVPD) of a structure of composition C3H3MgO2Rb at a distorted geometry.

Structure (XYZ):
```
10
Properties=species:S:1:pos:R:3:mulliken_charge:R:1
H -0.134 0.631 1.904 0.20
H 1.052 -1.253 -0.219 0.31
C -0.024 -0.420 1.599 -0.18
H 0.643 -0.948 2.296 0.26
C 0.178 -0.680 0.115 0.08
Rb 2.180 2.980 -3.338 0.98
O 0.208 0.999 -1.700 -0.66
O -1.315 -1.072 1.509 -0.19
C -1.144 -1.231 0.126 -0.44
Mg -1.645 0.994 -2.291 0.63
```

Results
LUMO (alpha / beta): -0.1676 / -0.1820 Ha
Total charge: +1
Spin multiplicity: 2
⟨S²⟩: 1.13
HOMO energy (alpha / beta): -10.497 / -11.421 eV
Maximum force: 2.24 eV/A

---

No. 7
The following is a DFT calculation (ωB97M-V/def2-TZVPD) of a structure of composition C3H3MgO4V at a distorted geometry.

Structure (XYZ):
```
12
Properties=species:S:1:pos:R:3:mulliken_charge:R:1
H 1.919 -1.426 -0.412 0.21
O -2.153 -0.892 1.276 -0.62
C 1.313 -0.782 0.265 -0.06
Mg -0.941 2.359 -0.716 0.26
H 0.976 -1.428 1.102 0.23
H -1.181 -1.152 -0.726 0.25
O 0.228 0.752 -1.199 -0.62
O 2.053 0.300 0.718 -0.77
O -2.126 1.025 0.156 -0.72
V 1.624 1.864 -0.254 0.39
C -1.766 -0.200 0.330 0.35
C 0.054 -0.420 -0.539 0.09
```

Results
LUMO (alpha / beta): 0.0938 / 0.0905 Ha
Total charge: -1
Spin multiplicity: 4
ΔE to the lowest compared entry with this formula, charge and spin: 46.9 kcal per mole
⟨S²⟩: 3.80
HOMO energy (alpha / beta): -2.625 / -2.519 eV
Maximum force: 4.99 eV/A

---

No. 8
The following is a DFT calculation (ωB97M-V/def2-TZVPD) of a structure of composition C3H3N at a distorted geometry.

Structure (XYZ):
```
7
Properties=species:S:1:pos:R:3:mulliken_charge:R:1
C 0.394 0.123 -0.996 -0.20
H 0.536 1.478 1.516 0.22
H -1.097 -1.136 1.333 0.30
C 0.125 0.533 0.417 -0.06
C -0.523 -0.607 0.515 -0.24
H 0.679 0.626 -1.836 0.43
N -0.114 -1.017 -0.949 -0.44
```

Results
LUMO: 0.0014 Ha
Total charge: 0
Spin multiplicity: 1
ΔE to the lowest compared entry with this formula, charge and spin: 110.5 kcal per mole
HOMO energy: -8.947 eV
Maximum force: 5.91 eV/A

---

No. 9
The following is a DFT calculation (ωB97M-V/def2-TZVPD) of the ion C3H3N2 with charge +1 at a distorted geometry.

Structure (XYZ):
```
8
Properties=species:S:1:pos:R:3:mulliken_charge:R:1
N 1.370 0.157 -0.591 -0.25
H 1.629 1.083 -0.873 0.37
C 0.030 0.006 -0.242 -0.03
N -3.285 -0.203 1.484 -0.23
H 2.002 -0.315 0.055 0.38
C -1.081 -0.166 0.416 0.45
H 1.573 -0.506 -1.332 0.40
C -2.237 -0.055 1.084 -0.09
```

Results
LUMO: -0.1967 Ha
Total charge: +1
Spin multiplicity: 1
ΔE to the lowest compared entry with this formula, charge and spin: 39.2 kcal per mole
SMILES string: N#CC#C[NH3+]
HOMO energy: -15.717 eV
Maximum force: 10.94 eV/A

---

No. 10
The following is a DFT calculation (ωB97M-V/def2-TZVPD) of the ion C3H3N2O with charge +1 at a distorted geometry.

Structure (XYZ):
```
9
Properties=species:S:1:pos:R:3:mulliken_charge:R:1
H -1.613 -0.296 -0.949 0.34
C 1.017 -1.086 -0.005 0.03
C 0.229 0.131 -0.004 0.72
N 1.712 -1.982 0.004 -0.12
O 2.061 1.603 0.003 -0.22
H -1.594 -0.581 0.785 0.36
C -1.243 0.095 0.003 -1.07
N 1.082 1.024 -0.002 0.60
H -1.651 1.092 0.165 0.37
```

Results
LUMO: -0.3202 Ha
Total charge: +1
Spin multiplicity: 1
ΔE to the lowest compared entry with this formula, charge and spin: 107.7 kcal per mole
SMILES string: CC(C#N)=[N+]=O
HOMO energy: -17.306 eV
Maximum force: 2.26 eV/A

---

No. 11
The following is a DFT calculation (ωB97M-V/def2-TZVPD) of the ion C3H3N2O with charge +1 at a distorted geometry.

Structure (XYZ):
```
9
Properties=species:S:1:pos:R:3:mulliken_charge:R:1
H -0.313 0.383 0.950 0.34
C 1.486 -0.192 0.011 1.03
H -0.271 0.639 -0.810 0.35
C 0.024 -0.037 -0.003 -1.02
N 2.178 -1.222 0.003 -0.26
C 2.497 0.829 0.007 0.21
O 4.078 -0.392 -0.007 -0.08
N 3.750 0.786 -0.001 0.08
H -0.435 -1.016 -0.141 0.35
```

Results
LUMO (alpha / beta): -0.3525 / -0.3531 Ha
Total charge: +1
Spin multiplicity: 1
ΔE to the lowest compared entry with this formula, charge and spin: 198.7 kcal per mole
HOMO energy (alpha / beta): -17.270 / -17.259 eV
Maximum force: 4.25 eV/A

---

No. 12
The following is a DFT calculation (ωB97M-V/def2-TZVPD) of the ion C3H3N2O with charge +1 at a distorted geometry.

Structure (XYZ):
```
9
Properties=species:S:1:pos:R:3:mulliken_charge:R:1
N -0.294 -0.694 -0.079 0.33
N 0.915 -1.123 0.015 -0.39
C -0.253 0.762 -0.067 0.18
C -1.540 0.059 -0.003 0.05
H -2.095 0.038 0.940 0.26
O 0.961 1.089 0.008 -0.26
H -2.156 0.034 -0.905 0.25
H 2.769 -0.075 0.054 0.42
C 1.693 -0.089 0.035 0.16
```

Results
LUMO (alpha / beta): -0.1695 / -0.3287 Ha
Total charge: +1
Spin multiplicity: 3
ΔE to the lowest compared entry with this formula, charge and spin: 104.5 kcal per mole
⟨S²⟩: 2.02
HOMO energy (alpha / beta): -12.445 / -16.703 eV
Maximum force: 6.29 eV/A

---

No. 13
The following is a DFT calculation (ωB97M-V/def2-TZVPD) of the ion C3H3N2O2 with charge +1 at a distorted geometry.

Structure (XYZ):
```
10
Properties=species:S:1:pos:R:3:mulliken_charge:R:1
C 0.129 -0.406 -0.322 0.07
O -1.736 1.647 -0.480 -0.17
H -1.091 -0.711 1.306 0.23
C -1.125 -0.446 0.331 -0.30
N -1.371 1.061 0.453 0.13
H 0.055 -0.663 -1.307 0.47
C 2.430 0.047 -0.026 0.57
O 3.527 0.319 -0.039 -0.13
N 1.224 -0.057 0.271 -0.27
H -2.042 -0.790 -0.187 0.39
```

Results
LUMO (alpha / beta): -0.2638 / -0.2638 Ha
Total charge: +1
Spin multiplicity: 1
ΔE to the lowest compared entry with this formula, charge and spin: 93.7 kcal per mole
SMILES string: O=C=[N+]=CCN=O
HOMO energy (alpha / beta): -14.522 / -14.522 eV
Maximum force: 3.35 eV/A

---

No. 14
The following is a DFT calculation (ωB97M-V/def2-TZVPD) of the ion C3H3N2O2 with charge +1 at a distorted geometry.

Structure (XYZ):
```
10
Properties=species:S:1:pos:R:3:mulliken_charge:R:1
H -0.998 -0.277 -0.105 0.31
N 0.961 -0.783 -0.626 -0.19
H -0.554 2.126 0.355 0.38
O 2.846 -0.078 -1.879 -0.22
O 1.344 2.071 -2.172 -0.24
C -0.046 0.013 0.221 -0.60
C 1.984 -0.392 -1.188 0.65
H 0.778 -1.829 -0.267 0.41
C 0.715 1.741 -1.257 0.66
N -0.017 1.396 -0.284 -0.16
```

Results
LUMO (alpha / beta): -0.2268 / -0.2267 Ha
Total charge: +1
Spin multiplicity: 1
ΔE to the lowest compared entry with this formula, charge and spin: 102.9 kcal per mole
HOMO energy (alpha / beta): -12.984 / -12.986 eV
Maximum force: 4.84 eV/A

---

No. 15
The following is a DFT calculation (ωB97M-V/def2-TZVPD) of the ion C3H3N2O2S with charge +1 at a distorted geometry.

Structure (XYZ):
```
11
Properties=species:S:1:pos:R:3:mulliken_charge:R:1
O 2.622 0.531 -0.920 -0.09
C -0.533 0.303 -0.027 0.08
O 3.151 1.147 0.321 -0.15
S 1.861 -1.824 0.396 -0.17
N -0.393 -0.862 -0.412 -0.34
N 0.595 1.169 0.379 -0.12
H 0.507 1.953 1.088 0.33
H 0.218 -2.753 -1.031 0.37
C 1.851 0.830 0.075 0.55
H -1.440 0.820 0.149 0.44
C 0.579 -1.878 -0.469 0.10
```

Results
LUMO: -0.2229 Ha
Total charge: +1
Spin multiplicity: 1
ΔE to the lowest compared entry with this formula, charge and spin: 130.6 kcal per mole
SMILES string: S=C/N=C\[NH+]=C1OO1
HOMO energy: -14.248 eV
Maximum force: 3.35 eV/A

---

No. 16
The following is a DFT calculation (ωB97M-V/def2-TZVPD) of the ion C3H3N2O2S2 with charge -1 at a distorted geometry.

Structure (XYZ):
```
12
Properties=species:S:1:pos:R:3:mulliken_charge:R:1
H -1.436 -0.561 1.959 0.29
S 2.530 -0.734 3.306 -0.39
C 1.745 -0.410 -0.921 -0.03
N 0.067 -0.531 0.618 -0.09
O -0.482 0.129 -1.634 -0.60
N -1.058 -0.124 1.008 0.05
O -1.825 0.697 0.440 -0.76
C 2.004 -0.269 1.846 -0.18
H 2.316 -0.374 -1.943 0.24
S 2.813 -0.902 0.310 -0.14
H -1.308 0.449 -1.013 0.46
C 0.425 -0.260 -0.687 0.15
```

Results
LUMO (alpha / beta): 0.1284 / 0.1288 Ha
Total charge: -1
Spin multiplicity: 1
ΔE to the lowest compared entry with this formula, charge and spin: 70.0 kcal per mole
HOMO energy (alpha / beta): -2.323 / -2.473 eV
Maximum force: 4.30 eV/A

---

No. 17
The following is a DFT calculation (ωB97M-V/def2-TZVPD) of the ion C3H3N2O3 with charge -1 at a distorted geometry.

Structure (XYZ):
```
11
Properties=species:S:1:pos:R:3:mulliken_charge:R:1
C -0.619 -0.624 -1.880 -0.76
N -0.071 -0.517 0.275 0.27
H -0.826 -0.608 -2.867 0.51
O -0.635 -1.927 -1.249 -0.39
C -0.386 -1.794 0.034 0.61
C -0.216 0.340 -0.991 0.42
N -0.110 0.136 1.587 -0.67
H -0.433 -0.516 2.357 0.25
H -0.813 0.979 1.465 0.22
O 0.015 1.518 -0.991 -0.71
O -0.463 -2.764 0.826 -0.76
```

Results
LUMO: 0.1536 Ha
Total charge: -1
Spin multiplicity: 1
ΔE to the lowest compared entry with this formula, charge and spin: 46.7 kcal per mole
SMILES string: Nn1c([O-])coc1=O
HOMO energy: -2.829 eV
Maximum force: 3.69 eV/A

---

No. 18
The following is a DFT calculation (ωB97M-V/def2-TZVPD) of the ion C3H3N2O3S with charge -1 at a distorted geometry.

Structure (XYZ):
```
12
Properties=species:S:1:pos:R:3:mulliken_charge:R:1
N 1.151 0.895 0.572 -0.56
C 2.226 -0.040 0.399 -0.55
C -0.097 0.656 0.344 -0.07
S -2.679 0.509 -0.491 0.52
O -2.764 1.119 0.816 -0.56
H -0.354 -1.008 -0.625 0.15
H 2.916 0.124 1.142 0.40
C 2.333 -0.938 -0.542 0.57
H -0.778 1.334 0.809 0.49
O -3.512 -0.702 -0.758 -0.59
O 2.465 -1.730 -1.385 -0.44
N -0.908 -0.220 -0.281 -0.36
```

Results
LUMO: 0.1259 Ha
Total charge: -1
Spin multiplicity: 1
ΔE to the lowest compared entry with this formula, charge and spin: 47.8 kcal per mole
HOMO energy: -4.206 eV
Maximum force: 2.89 eV/A

---

No. 19
The following is a DFT calculation (ωB97M-V/def2-TZVPD) of a cluster of 2 separate species, C3H3N2O4P in total at a distorted geometry.

Structure (XYZ):
```
13
Properties=species:S:1:pos:R:3:mulliken_charge:R:1
C 0.799 -0.033 -0.865 -0.33
H -0.538 -1.459 1.649 0.39
N 0.946 -0.827 0.182 0.57
C -0.277 -0.944 0.717 -0.25
O 4.025 0.830 1.306 -0.67
H 1.657 0.346 -1.363 0.42
N -1.228 -0.190 0.055 -0.82
C -0.506 0.379 -0.914 -0.27
O 5.129 -1.081 0.062 -0.70
H -0.956 1.058 -1.825 0.19
P 4.227 0.096 0.048 1.01
O 3.830 0.835 -1.174 -0.69
O 2.015 -1.521 0.438 -0.85
```

Results
LUMO: 0.2523 Ha
Total charge: -2
Spin multiplicity: 1
ΔE to the lowest compared entry with this formula, charge and spin: 62.2 kcal per mole
HOMO energy: -0.170 eV
Maximum force: 3.79 eV/A

---

No. 20
The following is a DFT calculation (ωB97M-V/def2-TZVPD) of an isolated molecule of C3H3N2P at a distorted geometry.

Structure (XYZ):
```
9
Properties=species:S:1:pos:R:3:mulliken_charge:R:1
C -0.887 1.021 0.001 -0.17
N -0.328 -1.218 0.150 -0.58
H 2.189 -1.654 -0.136 0.09
C -1.241 -0.396 -0.019 0.02
H -2.237 -0.640 -0.220 0.41
C 1.100 0.221 0.423 0.35
N 0.365 1.262 0.234 -0.40
H -1.644 1.627 -0.438 0.36
P 2.683 -0.223 0.005 -0.08
```

Results
LUMO: -0.0568 Ha
Total charge: 0
Spin multiplicity: 1
ΔE to the lowest compared entry with this formula, charge and spin: 75.3 kcal per mole
HOMO energy: -9.051 eV
Maximum force: 4.11 eV/A